(1)
The following is a quantum chemistry calculation of a molecular structure, C41H75GaINO17P, from the Open Molecules 2025 dataset.

Properties
E   -149798.51513 eV
Charge   -1
Multiplicity   1
E_LUMO   1.9174 eV
Maximum force   1.0 eV Å⁻¹
Gap between HOMO and LUMO   6.05 eV
E_HOMO   -4.13 eV

Each line ends with the Löwdin charge.
Element x y z (Å)
C  -1.58150  4.76015  -3.75318  0.057
C  -0.40488  5.24885  -4.12528  -0.068
C  0.12272  5.04710  -5.49653  -0.508
O  0.98887  5.74088  -5.96198  0.126
O  -0.47390  4.05118  -6.21159  -0.042
C  0.39120  2.92371  -6.47049  -0.171
C  0.69315  2.11666  -5.22546  -0.168
C  -0.43349  1.13372  -4.84430  -0.185
C  -0.76079  1.05210  -3.34682  -0.224
C  0.09976  0.03939  -2.57191  -0.271
C  1.54319  0.53968  -2.38744  -0.238
Ga  2.65870  -0.48766  -1.05238  0.348
C  3.93829  0.86501  -0.16723  -0.267
C  3.05162  1.87640  0.55409  -0.430
C  3.78058  3.04541  1.22338  -0.655
I  3.89035  4.80566  0.00687  0.665
C  1.61126  -1.28506  0.49252  -0.199
C  1.85353  -2.55892  1.01693  -0.109
C  1.13229  -3.01762  2.11199  -0.181
N  0.18774  -2.32868  2.74835  0.034
C  -0.07427  -1.12051  2.24556  -0.184
C  0.59819  -0.58658  1.15811  -0.116
P  3.86617  -2.08470  -2.33112  0.854
C  5.00241  -1.02452  -3.36249  -0.489
C  4.43256  -0.75820  -4.76737  -0.190
C  5.06491  -3.03315  -1.26593  -0.491
C  6.23360  -2.21121  -0.69149  -0.175
H  -2.02110  5.00024  -2.79521  0.067
H  -2.12264  4.10253  -4.41965  0.074
H  0.22609  5.79224  -3.43537  0.112
H  1.29757  3.27063  -6.97152  0.120
H  -0.14885  2.31662  -7.19741  0.117
H  1.59583  1.54108  -5.44158  0.106
H  0.94482  2.75785  -4.38000  0.108
H  -1.32983  1.35054  -5.43101  0.103
H  -0.11218  0.13742  -5.16375  0.111
H  -1.82713  0.84317  -3.21948  0.100
H  -0.58330  2.04249  -2.91125  0.092
H  -0.38521  -0.10793  -1.60509  0.086
H  0.11166  -0.87042  -3.17762  0.095
H  2.04946  0.44500  -3.35407  0.030
H  1.51447  1.60942  -2.15522  0.047
H  4.48789  0.30866  0.59735  0.038
H  4.59649  1.35264  -0.88912  0.044
H  2.28104  2.25960  -0.11963  0.061
H  2.51809  1.35958  1.35774  0.082
H  3.22475  3.34712  2.10855  0.021
H  4.78835  2.75497  1.50432  0.038
H  2.61923  -3.19708  0.59177  0.072
H  1.35322  -4.00570  2.50508  0.091
H  -0.83702  -0.52571  2.73723  0.094
H  0.33408  0.41495  0.83311  0.094
H  5.97743  -1.50843  -3.44195  0.055
H  5.18427  -0.06958  -2.86366  0.050
H  3.99584  0.24069  -4.81850  0.046
H  5.22717  -0.76527  -5.51660  0.054
H  3.67409  -1.49278  -5.03334  0.044
H  4.55520  -3.54651  -0.45125  0.037
H  5.49034  -3.81068  -1.90663  0.047
H  7.03837  -2.12305  -1.42057  0.054
H  6.62851  -2.64764  0.22843  0.058
H  5.91358  -1.19597  -0.45299  0.040
C  -1.28049  4.36291  5.63205  -0.061
C  0.21545  4.40281  5.85883  -0.212
O  0.69893  3.17014  6.41381  0.013
C  0.85651  2.17151  5.54096  -0.613
O  0.64598  2.21870  4.35977  0.128
O  1.27638  1.09938  6.21075  -0.004
C  1.42767  -0.07707  5.39728  -0.023
H  -1.79871  4.08635  6.55162  0.076
H  -1.63852  5.33928  5.30499  0.079
H  -1.53794  3.62781  4.87088  0.078
H  0.46959  5.16503  6.59398  0.120
H  0.75333  4.63210  4.93953  0.123
H  2.05187  0.12643  4.53057  0.096
H  0.45523  -0.44196  5.07290  0.079
H  1.90378  -0.82042  6.02909  0.094
C  -0.68094  2.15937  9.50897  -0.053
C  0.41386  1.33198  10.14229  -0.197
O  -0.10743  0.45341  11.15904  0.040
C  -0.67900  -0.65302  10.69450  -0.612
O  -0.76117  -0.97599  9.53732  0.115
O  -1.15920  -1.34676  11.72833  0.004
C  -1.85835  -2.53884  11.35941  -0.038
H  -1.24895  2.69630  10.27096  0.082
H  -0.25241  2.87735  8.81107  0.067
H  -1.37981  1.52715  8.96130  0.073
H  1.13054  1.97123  10.65419  0.123
H  0.95714  0.75580  9.39480  0.121
H  -1.24949  -3.16104  10.70756  0.095
H  -2.79631  -2.29001  10.86504  0.097
H  -2.06302  -3.06747  12.28574  0.091
C  -0.98104  1.71146  -10.97232  -0.064
C  0.06995  0.66886  -10.65594  -0.210
O  -0.52042  -0.52207  -10.11459  0.043
C  -1.06110  -1.34835  -11.00369  -0.613
O  -1.07930  -1.20066  -12.19948  0.117
O  -1.58419  -2.38167  -10.34303  0.008
C  -2.25016  -3.33646  -11.16948  -0.042
H  -1.59703  1.90730  -10.09393  0.080
H  -0.50794  2.64189  -11.28596  0.080
H  -1.63826  1.37000  -11.77149  0.074
H  0.74319  1.04233  -9.88680  0.120
H  0.66781  0.42819  -11.53423  0.122
H  -1.60416  -3.66897  -11.97903  0.094
H  -3.16650  -2.91115  -11.57649  0.097
H  -2.49238  -4.17596  -10.52457  0.091
C  -3.21784  -5.90835  -4.73401  -0.070
C  -1.90028  -5.83699  -5.47697  -0.228
O  -1.10533  -4.73121  -5.04386  0.029
C  -0.43883  -4.92403  -3.89386  -0.614
O  -0.45476  -5.94250  -3.24777  0.113
O  0.22162  -3.81781  -3.61221  0.008
C  0.95371  -3.83274  -2.37182  -0.062
H  -3.74735  -4.95777  -4.81003  0.080
H  -3.84617  -6.69733  -5.14968  0.075
H  -3.05390  -6.11625  -3.67759  0.075
H  -2.07221  -5.66655  -6.53923  0.117
H  -1.33669  -6.76430  -5.37394  0.120
H  1.61150  -4.69722  -2.32271  0.094
H  0.25710  -3.83738  -1.53303  0.100
H  1.56339  -2.92591  -2.36424  -0.020
C  -7.26940  1.60578  8.97332  -0.068
C  -7.29096  1.29247  7.49276  -0.218
O  -5.97196  1.28765  6.93145  0.034
C  -5.26454  0.17570  7.14918  -0.614
O  -5.64920  -0.79825  7.74519  0.118
O  -4.06821  0.33306  6.59667  0.010
C  -3.16947  -0.76762  6.79316  -0.018
H  -6.73461  2.53863  9.15598  0.080
H  -8.28640  1.70153  9.35439  0.077
H  -6.76466  0.81644  9.52887  0.074
H  -7.82913  2.06587  6.94747  0.121
H  -7.78216  0.34044  7.29410  0.122
H  -3.62459  -1.70381  6.47929  0.099
H  -2.86700  -0.82462  7.83744  0.082
H  -2.29752  -0.56396  6.17921  0.092

(2)
The following is a quantum chemistry calculation of a molecular structure, C41H76FNbO16P3, from the Open Molecules 2025 dataset.

Properties
E   -108615.52678 eV
Charge   -1
Multiplicity   1
E_LUMO   -0.2564 eV
Maximum force   9.9 eV Å⁻¹
ΔE to the lowest compared entry with this formula, charge and spin   1350.6 kJ/mol
Gap between HOMO and LUMO   5.18 eV
E_HOMO   -5.44 eV

Each line ends with the Löwdin charge.
Element x y z (Å)
C  8.50052  1.35277  1.67097  -0.149
C  8.73772  1.97352  0.16876  -0.158
C  7.85892  1.26086  -1.01735  -0.270
O  7.96493  1.80063  -2.26003  -0.050
O  6.92698  0.11533  -0.83406  -0.138
C  5.71986  0.71514  -0.17659  -0.310
C  4.30183  0.16100  -0.78517  -0.361
Nb  2.60539  1.56621  -0.04615  1.605
F  3.73528  3.19046  -0.83875  -0.574
C  1.04210  3.08606  0.60788  -0.302
C  1.58355  3.70095  2.06702  -0.319
O  1.85683  2.89405  3.12942  -0.144
C  1.87171  5.31464  2.31989  -0.073
C  3.33275  5.98327  1.91293  -0.002
C  3.54825  7.60872  2.24261  -0.073
C  2.33181  8.47260  2.97540  -0.104
C  0.87488  7.80874  3.36225  -0.086
C  0.63811  6.18946  3.03348  -0.017
C  1.37489  -0.23908  0.57513  -0.326
C  0.52945  -0.08778  1.96689  -0.391
C  1.34117  -0.72308  3.28369  -0.068
O  -0.67748  -0.96719  1.81632  -0.265
C  -1.90703  -0.22756  2.14002  -0.186
C  -2.21504  0.89128  0.97490  -0.124
C  -1.86293  0.57587  -0.59488  -0.010
C  -2.15258  1.78260  -1.69502  -0.049
C  -2.77895  3.26548  -1.28612  -0.068
C  -3.14217  3.55187  0.30017  -0.077
C  -2.85219  2.35547  1.42006  -0.036
H  9.21158  1.80820  2.49416  0.079
H  8.53785  0.18318  1.68075  0.085
H  7.40018  1.65424  1.98933  0.075
H  8.47051  3.13290  0.24408  0.133
H  9.90232  1.93885  -0.04088  0.121
H  5.76829  0.49926  0.99198  0.097
H  5.86549  1.88866  -0.27930  0.109
H  4.12446  -0.92750  -0.34786  0.045
H  4.35460  0.14133  -1.95609  0.051
H  1.83563  1.41505  -1.71586  -0.114
H  3.50641  1.64213  1.54115  -0.074
H  0.00653  2.55620  0.73201  0.028
H  0.95237  3.92878  -0.20581  0.048
H  4.17280  5.33028  1.41200  0.094
H  4.59313  8.12268  1.98193  0.079
H  2.50886  9.60890  3.23172  0.067
H  -0.00137  8.39991  3.89653  0.075
H  -0.38549  5.65744  3.31831  0.092
H  0.66782  -0.61948  -0.29783  0.041
H  2.14561  -1.13397  0.75107  0.062
H  0.24808  1.00365  2.27538  0.105
H  1.26617  -1.90417  3.21089  0.075
H  0.78482  -0.41079  4.29052  0.089
H  2.45926  -0.38020  3.32129  0.079
H  -1.74833  0.32310  3.18768  0.135
H  -2.84095  -0.94871  2.31425  0.136
H  -1.42388  -0.46645  -0.89423  0.088
H  -1.87434  1.59701  -2.81715  0.074
H  -2.94168  4.09350  -2.11208  0.068
H  -3.56642  4.62369  0.59114  0.080
H  -3.10830  2.64579  2.54588  0.088
O  0.55463  4.31459  -5.78335  -0.247
P  0.75321  5.85010  -5.78217  0.742
O  1.11806  5.94314  -4.16149  -0.225
C  2.00125  5.01120  -3.55786  -0.290
C  3.33687  5.66588  -3.26938  -0.079
O  -0.85915  6.22267  -5.64447  -0.233
C  -1.83465  5.42278  -6.29091  -0.314
C  -2.50205  4.51682  -5.27161  -0.082
O  0.97510  7.56581  -5.78086  -0.210
C  2.29147  8.08351  -5.73207  -0.308
C  3.17301  7.52779  -6.83171  -0.091
H  2.16070  4.12016  -4.16958  0.106
H  1.54152  4.68909  -2.61821  0.110
H  3.85108  5.91742  -4.20169  0.060
H  3.98097  4.99378  -2.69489  0.065
H  3.20428  6.59594  -2.70767  0.078
H  -1.40031  4.85077  -7.11713  0.102
H  -2.58192  6.09571  -6.72426  0.111
H  -1.77213  3.88348  -4.76068  0.067
H  -3.24896  3.87579  -5.74890  0.076
H  -2.99390  5.11264  -4.49561  0.069
H  2.72339  7.90710  -4.74598  0.097
H  2.21344  9.16897  -5.85008  0.121
H  3.30502  6.44725  -6.72589  0.066
H  4.16020  7.99814  -6.80550  0.083
H  2.72203  7.70384  -7.81339  0.080
O  -1.23784  -6.13487  0.29106  -0.262
P  0.02592  -5.55718  -0.39189  0.754
O  0.97097  -6.89318  -0.09127  -0.223
C  0.46722  -8.20382  -0.29461  -0.305
C  1.07778  -8.81258  -1.54054  -0.089
O  0.52369  -4.66343  0.91613  -0.217
C  -0.42991  -4.04163  1.76074  -0.299
C  -0.57525  -4.84797  3.03896  -0.067
O  1.43799  -4.91170  -1.15498  -0.195
C  1.80390  -5.39534  -2.43381  -0.303
C  0.67458  -5.28823  -3.43795  -0.087
H  -0.62192  -8.23192  -0.37569  0.098
H  0.74908  -8.79973  0.57918  0.120
H  0.73749  -8.28137  -2.43436  0.063
H  0.79066  -9.86361  -1.63804  0.075
H  2.16994  -8.74429  -1.51532  0.079
H  -1.39103  -3.91231  1.25281  0.100
H  -0.05715  -3.04073  2.00218  0.078
H  -0.87112  -5.87934  2.82990  0.061
H  -1.31941  -4.39753  3.70222  0.078
H  0.38201  -4.90030  3.56812  0.078
H  2.17055  -6.41955  -2.35237  0.094
H  2.64696  -4.78737  -2.77712  0.129
H  -0.17485  -5.91285  -3.14727  0.062
H  1.01155  -5.60691  -4.42858  0.083
H  0.31138  -4.25762  -3.50124  0.086
O  -7.80697  -4.00844  3.21019  -0.257
P  -6.37668  -4.60127  3.21791  0.747
O  -6.85639  -6.11875  3.70323  -0.227
C  -7.99030  -6.74521  3.12470  -0.305
C  -7.55555  -7.85224  2.18597  -0.089
O  -5.97178  -4.02997  4.72362  -0.232
C  -6.44534  -2.76693  5.15929  -0.311
C  -7.59732  -2.96553  6.12814  -0.081
O  -4.77854  -5.26367  3.22654  -0.200
C  -4.39082  -6.12395  2.17164  -0.297
C  -4.59902  -5.49772  0.80796  -0.085
H  -8.63227  -6.04537  2.58463  0.100
H  -8.57981  -7.17039  3.94307  0.119
H  -7.03824  -7.43739  1.31581  0.064
H  -8.42049  -8.41973  1.83040  0.075
H  -6.86179  -8.53765  2.68297  0.078
H  -6.73266  -2.13341  4.31397  0.104
H  -5.62056  -2.26213  5.67305  0.115
H  -8.40986  -3.53694  5.67184  0.070
H  -7.99271  -2.00353  6.46701  0.074
H  -7.26716  -3.53763  7.00152  0.076
H  -4.91484  -7.07684  2.25812  0.096
H  -3.32615  -6.33863  2.30814  0.111
H  -5.65835  -5.30166  0.61938  0.063
H  -4.22760  -6.16088  0.02137  0.080
H  -4.07562  -4.53880  0.74008  0.080